Record 1
Here is 2 unconnected molecules or ions with the total composition C28H29BrClF17NO5S3 at a distorted geometry from the Open Molecules 2025 dataset. Energies are from ωB97M-V/def2-TZVPD.

Output
2S+1: 1
Net charge: +1
Kohn-Sham gap (eV): 6.437
E (Ha): -7441.3795
HOMO (eV): -11.56
LUMO level (eV): -5.1

Atoms and positions in Å:
Br1 6.3098 -5.0766 -2.3050
Cl1 -0.9630 -5.2658 3.6705
S1 -1.6075 2.2317 -1.0826
S2 7.8243 -0.6319 1.3266
S3 -0.4682 -4.0280 2.0637
F1 -0.4734 6.0896 -3.6935
F2 1.1737 6.5547 -1.7743
F3 -7.8137 0.8248 0.8431
F4 -1.1825 3.5222 -4.3298
F5 2.6912 5.8868 -3.2054
F6 -5.9538 -0.6754 1.5095
F7 -3.8748 1.9832 2.5606
F8 -2.6326 4.1470 -2.5047
F9 -9.4139 2.0325 1.6367
F10 -1.0877 4.9204 -1.1221
F11 -3.8999 -0.7256 2.1993
F12 1.0070 4.8679 -4.8060
F13 -7.6496 -0.4546 3.4283
F14 -9.5529 -0.6586 2.3983
F15 1.8730 4.4696 -1.5970
F16 0.4377 2.6133 -3.1380
F17 -5.3735 0.9781 3.7666
O1 -7.4191 2.2498 2.5389
O2 -2.6908 2.4328 -0.1149
O3 0.9789 -3.8056 2.1545
O4 -1.2748 -2.8115 2.2033
O5 -1.9365 1.2657 -2.1191
N1 1.4824 2.8588 1.5859
C1 1.5823 5.4486 -2.5128
C2 2.6763 -1.6363 -0.3138
C3 -6.1107 2.3201 1.9717
C4 0.4355 -0.4358 -1.0837
C5 0.4402 5.0718 -3.5484
C6 1.4010 -1.5768 -1.1129
C7 -0.0968 1.9156 -0.1375
C8 0.7798 0.6966 -0.2099
C9 4.3017 -2.9989 -1.8980
C10 -4.8404 0.0728 1.6312
C11 -0.3707 3.7520 -3.2180
C12 1.0642 -2.7867 -2.0838
C13 -8.7222 0.2346 2.9844
C14 -0.8951 -4.9679 0.5435
C15 4.3876 -4.5312 -2.3362
C16 0.3126 2.9713 0.8047
C17 6.6255 0.7597 1.6338
C18 2.3416 1.7728 1.5235
C19 -0.8696 -4.0208 -0.7478
C20 5.3322 0.4741 0.7614
C21 0.6295 -4.0871 -1.3003
C22 3.6777 -2.8501 -0.4198
C23 -1.3752 3.8750 -1.9782
C24 -5.0645 1.3158 2.4939
C25 3.0059 -0.5336 0.5965
C26 -8.3184 1.3251 1.9878
C27 2.0361 0.6402 0.6343
C28 4.2610 -0.4522 1.5260
H1 5.6157 -0.0418 -0.1978
H2 -4.4900 0.3456 0.6320
H3 7.1071 1.6834 1.1883
H4 1.2836 -4.3144 -0.4171
H5 0.1520 -2.4440 -2.6701
H6 -0.2774 3.9102 0.9716
H7 -1.0559 -2.9513 -0.4270
H8 3.8748 -5.2108 -1.6043
H9 0.6969 -4.9499 -2.0294
H10 5.3766 -2.6453 -1.8430
H11 4.5766 -2.7060 0.2529
H12 3.8008 -2.3390 -2.6543
H13 1.8651 -2.9502 -2.8568
H14 -5.7507 3.3074 2.2693
H15 -0.4621 -0.5521 -1.7307
H16 4.7658 1.4190 0.4811
H17 3.9881 -0.0224 2.5397
H18 -1.9279 -5.3932 0.6624
H19 3.2036 -3.8125 -0.0634
H20 3.2547 1.8297 2.1781
H21 -9.2305 0.6687 3.8485
H22 6.4043 0.9160 2.7219
H23 7.5422 -0.9989 0.0290
H24 -0.1200 -5.7874 0.4579
H25 -6.1433 2.3551 0.8808
H26 -1.6308 -4.3274 -1.5105
H27 4.7201 -1.4587 1.7538
H28 4.0161 -4.7158 -3.3818
H29 1.7080 3.6223 2.2340


Record 2
Here is a molecular structure, C28H29CoN3Si at a distorted geometry from the Open Molecules 2025 dataset. Energies are from ωB97M-V/def2-TZVPD.

Output
2S+1: 5
Net charge: +1
Kohn-Sham gap (alpha / beta) (eV): 6.388 / 7.630
E (Ha): -2920.4518
HOMO (alpha / beta) (eV): -9.32 / -11.41
⟨S²⟩: 6.05
LUMO level (alpha / beta) (eV): -2.9 / -3.8

Atoms and positions in Å:
Co1 -1.4963 -0.7981 0.1437
Si1 -0.1010 0.6074 -0.5636
N1 -1.7719 -0.8444 2.2134
N2 0.0824 -1.9203 0.7321
N3 0.4971 -0.2365 2.3380
C1 1.3221 -1.6093 -4.2734
C2 -2.8619 0.0969 -1.0170
C3 1.7110 -3.6374 0.3304
C4 2.2777 -1.7716 1.7237
C5 0.6478 -0.3897 -4.4004
C6 -3.5287 -0.6254 0.0268
C7 -1.1274 3.2218 -0.6878
C8 0.9277 4.4212 -2.1492
C9 0.4943 0.4296 -3.2824
C10 0.4185 -3.1461 0.2244
C11 -2.0261 -0.4394 4.9911
C12 -2.8183 -1.3748 2.9141
C13 0.9107 -0.0270 -2.0176
C14 -0.2819 5.0992 -1.9700
C15 3.2142 1.9659 1.1623
C16 -3.1294 -2.0005 -0.0735
C17 -0.7689 -0.3246 2.9445
C18 -2.9522 -1.2215 4.2902
C19 1.8750 -1.9899 -3.0436
C20 -0.9177 0.0262 4.2906
C21 0.9651 -1.3139 1.5575
C22 1.0857 3.1160 -1.6535
C23 1.7422 -1.1545 -1.9281
C24 -2.1000 -0.8573 -1.7812
C25 -2.2370 -2.1348 -1.1702
C26 2.6804 -2.9253 1.0528
C27 0.0191 2.4678 -0.9876
C28 -1.3075 4.4949 -1.2363
H1 2.3951 -2.9465 -2.9426
H2 -1.9059 2.7833 -0.0634
H3 0.2306 -0.0602 -5.3506
H4 -0.3677 -3.7116 -0.2750
H5 -0.4319 6.0901 -2.4022
H6 2.3516 2.5890 1.3704
H7 -4.1939 -0.1684 0.7462
H8 -0.0102 1.3899 -3.3832
H9 3.9543 2.1661 1.9137
H10 -1.6016 -0.6657 -2.7152
H11 2.2434 -1.3862 -0.9868
H12 -2.9510 1.1533 -1.2183
H13 1.9620 -4.5623 -0.1925
H14 -3.8073 -1.6857 4.7808
H15 -1.8038 -3.0530 -1.5483
H16 1.2000 0.1195 2.9763
H17 4.4208 2.2173 2.7081
H18 -3.4687 -2.8209 0.5442
H19 -3.5662 -1.9442 2.3649
H20 1.4151 -2.2731 -5.1330
H21 3.7088 -3.2784 1.0952
H22 2.9567 0.9124 1.2322
H23 1.7425 4.9034 -2.6972
H24 -2.1743 -0.2162 6.0473
H25 3.6912 2.2312 0.2252
H26 2.9398 -1.2103 2.3816
H27 -2.2674 4.9940 -1.1160
H28 -0.1393 0.6309 4.7555
H29 2.0327 2.5975 -1.8173


Record 3
Here is C28H29F3N2O in the gas phase at a distorted geometry from the Open Molecules 2025 dataset. Energies are from ωB97M-V/def2-TZVPD.

Output
2S+1: 1
Kohn-Sham gap (eV): 8.168
E (Ha): -1568.6662
HOMO (eV): -7.45
LUMO level (eV): 0.7

Atoms and positions in Å:
F1 -2.6872 6.2201 -3.9946
F2 -0.7648 6.2306 -5.0090
F3 -2.5006 5.3627 -5.9850
O1 -0.2822 0.6019 -2.1455
N1 2.2293 -5.0274 -1.1644
N2 -1.5392 2.3376 4.0130
C1 0.2348 -1.9452 -0.6062
C2 0.2390 1.0203 2.9177
C3 0.1123 0.8804 0.4569
C4 -2.9458 2.7751 3.9189
C5 0.7228 0.4988 -0.8852
C6 2.7505 -2.6809 -1.6324
C7 1.3149 -6.1680 -1.0282
C8 -0.9612 2.5892 5.3438
C9 -2.3604 3.4706 -3.2361
C10 3.6324 -6.9801 -1.0619
C11 -3.3793 3.0882 5.3422
C12 -1.8671 5.4504 -4.7729
C13 -0.8704 1.9237 2.8856
C14 3.6366 -5.4361 -1.0898
C15 1.8210 -3.7117 -1.2210
C16 0.2094 2.4517 -3.6538
C17 1.1316 -0.9485 -1.0205
C18 -2.1119 3.1738 6.1816
C19 2.1812 -7.4080 -1.2900
C20 2.3592 -1.3292 -1.6239
C21 0.6500 0.4302 1.7151
C22 -1.5027 4.1135 -4.1324
C23 -0.2467 3.5580 -4.3870
C24 -0.6072 1.7878 -2.6973
C25 -1.3693 2.3657 1.6254
C26 0.5291 -3.3127 -0.7218
C27 -0.7475 1.9536 0.4678
C28 -1.9034 2.3674 -2.5005
H1 0.3983 3.9744 -5.1638
H2 1.1953 2.0397 -3.8773
H3 3.9765 -7.3114 -0.0770
H4 -0.9429 2.4469 -0.4695
H5 -2.1623 2.6237 7.1183
H6 0.7051 0.8560 3.9135
H7 1.5652 1.1731 -1.0977
H8 -0.1560 -4.0798 -0.3058
H9 -3.3827 3.8303 -3.0830
H10 0.4979 -6.0726 -1.7399
H11 -0.7242 -1.6117 -0.1979
H12 4.1825 -5.0220 -0.2165
H13 3.8254 -2.9370 -1.8061
H14 -3.0496 3.6621 3.2814
H15 1.9070 -8.2194 -0.6178
H16 -0.5675 1.6440 5.7434
H17 -4.0184 2.2943 5.7150
H18 1.3647 -0.4014 1.7942
H19 -2.5646 1.9063 -1.7593
H20 4.3279 -7.3721 -1.8125
H21 -2.2455 3.0152 1.5566
H22 2.0505 -7.7444 -2.3232
H23 0.8787 -6.2329 -0.0154
H24 -3.9178 4.0272 5.3644
H25 -0.0775 3.2542 5.2455
H26 -1.8405 4.2098 6.3960
H27 -3.5690 1.9941 3.4674
H28 3.0455 -0.5889 -2.0811
H29 4.1907 -5.0610 -1.9609